C4H26O9 | wB97M-V/def2-TZVPD

Each atom is followed by the atoms it is bonded to, with distances in Å.
CARTESIAN COORDINATES (ANGSTROEM)
1 C 2.66 -2.14 -1.00  O2 1.420, H3 1.090, H4 1.090, H5 1.090
2 O 1.29 -2.02 -0.66  C1 1.420, H6 0.960
3 H 3.28 -2.42 -0.15  C1 1.090
4 H 2.84 -2.88 -1.78  C1 1.090
5 H 3.13 -1.26 -1.44  C1 1.090
6 H 1.09 -1.19 -0.23  O2 0.960
7 C 2.50 1.89 -1.25  O8 1.414, H9 1.090, H10 1.090, H11 1.090
8 O 3.88 1.99 -1.56  C7 1.414, H12 0.960
9 H 1.94 2.77 -1.56  C7 1.090
10 H 2.10 1.04 -1.81  C7 1.090
11 H 2.35 1.80 -0.18  C7 1.090
12 H 4.16 1.12 -1.26  O8 0.960
13 C 1.41 -1.72 3.12  O14 1.432, H15 1.090, H16 1.090, H17 1.090
14 O 0.71 -2.97 3.13  C13 1.432, H18 0.960
15 H 2.48 -1.65 2.93  C13 1.090
16 H 0.97 -1.18 2.28  C13 1.090
17 H 1.17 -1.21 4.05  C13 1.090
18 H -0.11 -2.84 2.64  O14 0.960
19 C -1.36 3.57 -0.59  O20 1.419, H21 1.090, H22 1.090, H23 1.090
20 O -1.40 2.61 -1.63  C19 1.419, H24 0.960
21 H -0.32 3.80 -0.38  C19 1.090
22 H -1.82 4.49 -0.97  C19 1.090
23 H -1.90 3.33 0.33  C19 1.090
24 H -1.42 3.12 -2.44  O20 0.960
25 O -2.57 0.00 1.44  H26 0.957, H27 0.957
26 H -3.22 0.31 2.08  O25 0.957
27 H -2.99 0.16 0.59  O25 0.957
28 O -0.18 0.14 0.02  H29 0.957, H30 0.957
29 H -0.83 0.33 0.70  O28 0.957
30 H -0.20 0.91 -0.55  O28 0.957
31 O -1.19 -2.09 -2.32  H32 0.957, H33 0.957
32 H -1.64 -2.39 -1.53  O31 0.957
33 H -0.31 -1.84 -2.02  O31 0.957
34 O -1.60 -2.44 1.99  H35 0.957, H36 0.957
35 H -1.88 -1.53 1.87  O34 0.957
36 H -2.17 -2.94 1.40  O34 0.957
37 O -3.58 0.76 -0.95  H38 0.957, H39 0.957
38 H -2.87 1.37 -1.13  O37 0.957
39 H -4.38 1.23 -1.19  O37 0.957

Properties
Energy above the lowest of the compared OMol25 structures with the same formula, charge and spin: 73.5 kcal per mole
SMILES: CO.CO.CO.CO.O.O.O.O.O
HOMO level: -9.18 eV
LUMO level: -0.0045 Ha
Net charge: 0

C4H27NO9 | wB97M-V/def2-TZVPD

Each atom is followed by the atoms it is bonded to, with distances in Å.
CARTESIAN COORDINATES (ANGSTROEM)
1 C 1.34 -1.06 0.90  C2 1.562, H6 1.066, H7 1.090, H8 1.120
2 C 0.08 -1.19 -0.03  C1 1.562, C3 1.550, H9 1.107, H10 1.071
3 C 0.21 -2.48 -0.87  C2 1.550, N5 1.450, H11 1.174, H12 1.136
4 C -2.01 -2.94 -1.54  N5 1.261, H13 1.164, H14 1.162
5 N -0.87 -2.50 -1.85  C3 1.450, C4 1.261
6 H 1.70 -0.06 0.78  C1 1.066
7 H 1.02 -1.06 1.95  C1 1.090
8 H 2.07 -1.87 0.68  C1 1.120
9 H 0.33 -0.37 -0.73  C2 1.107
10 H -0.94 -1.03 0.24  C2 1.071
11 H 0.08 -3.38 -0.13  C3 1.174
12 H 1.25 -2.30 -1.27  C3 1.136
13 H -2.64 -3.09 -0.57  C4 1.164
14 H -2.74 -2.79 -2.43  C4 1.162
15 H -0.74 -1.00 -3.41  O17 1.015
16 H 0.39 -0.83 -4.45  O17 0.979
17 O -0.39 -0.34 -4.10  H15 1.015, H16 0.979
18 H -0.32 -0.80 3.74  O20 1.014
19 H 0.55 -2.01 4.46  O20 1.060
20 O -0.43 -1.69 4.21  H18 1.014, H19 1.060
21 H 0.27 2.19 1.98  O23 0.948
22 H 1.92 2.38 1.61  O23 0.954
23 O 1.20 2.14 2.19  H21 0.948, H22 0.954
24 H -2.85 0.72 2.38  O26 0.987
25 H -1.36 0.40 2.58  O26 0.963
26 O -1.95 1.13 2.37  H24 0.987, H25 0.963
27 H 2.59 -0.44 -2.74  O29 0.948
28 H 1.24 0.23 -2.59  O29 0.979
29 O 2.19 0.35 -2.40  H27 0.948, H28 0.979
30 H 1.38 0.91 3.23  O32 1.013
31 H 0.95 0.71 4.76  O32 0.954
32 O 1.25 0.25 3.98  H30 1.013, H31 0.954
33 H 1.31 1.62 -0.36  O35 1.007
34 H 0.84 2.89 -1.26  O35 0.964
35 O 0.86 2.52 -0.37  H33 1.007, H34 0.964
36 H -0.84 1.51 -0.70  O38 0.935
37 H -1.59 1.24 0.66  O38 0.980
38 O -1.60 1.14 -0.31  H36 0.935, H37 0.980
39 H -1.14 2.07 -3.29  O41 0.963
40 H 0.30 2.15 -3.11  O41 0.950
41 O -0.46 2.69 -2.99  H39 0.963, H40 0.950

Properties
Energy above the lowest of the compared OMol25 structures with the same formula, charge and spin: 100.6 kcal per mole
SMILES: C=NCCC.O.O.O.O.O.O.O.O.O
HOMO level: -10.00 eV
LUMO level: 0.0072 Ha
Net charge: 0

C4H28N2O9S | wB97M-V/def2-TZVPD

Each atom is followed by the atoms it is bonded to, with distances in Å.
CARTESIAN COORDINATES (ANGSTROEM)
1 C 0.29 1.00 0.35  N2 1.472, C5 1.536, H9 1.090, H10 1.102
2 N 1.30 0.24 1.09  C1 1.472, C3 1.436, H11 1.018
3 C 1.52 0.66 2.45  N2 1.436, O4 1.453, H12 1.088, H13 1.088
4 O 0.46 0.22 3.34  C3 1.453, H14 0.970
5 C -0.03 0.49 -1.06  C1 1.536, C6 1.536, N8 1.463, H15 1.088
6 C -1.27 -0.41 -0.97  C5 1.536, S7 1.856, H16 1.085, H17 1.089
7 S -1.62 -1.08 -2.67  C6 1.856, H18 1.338
8 N -0.32 1.69 -1.85  C5 1.463, H19 1.005, H20 1.014
9 H 0.66 2.02 0.34  C1 1.090
10 H -0.65 1.08 0.93  C1 1.102
11 H 1.21 -0.77 0.96  N2 1.018
12 H 2.44 0.28 2.90  C3 1.088
13 H 1.34 1.73 2.54  C3 1.088
14 H 0.03 -0.61 3.08  O4 0.970
15 H 0.80 -0.05 -1.52  C5 1.088
16 H -2.17 0.01 -0.54  C6 1.085
17 H -1.02 -1.35 -0.47  C6 1.089
18 H -2.66 -0.29 -2.95  S7 1.338
19 H -1.31 1.86 -1.86  N8 1.005
20 H -0.07 1.67 -2.83  N8 1.014
21 H 3.96 0.08 0.98  O23 0.956
22 H 2.90 -0.02 -0.12  O23 0.970
23 O 3.85 -0.09 0.05  H21 0.956, H22 0.970
24 H 3.98 -2.04 -0.16  O26 0.979
25 H 3.73 -2.63 1.20  O26 0.960
26 O 3.57 -2.82 0.27  H24 0.979, H25 0.960
27 H -1.90 4.06 -1.65  O29 0.969
28 H -1.89 4.26 -0.15  O29 0.959
29 O -2.25 3.68 -0.82  H27 0.969, H28 0.959
30 H -4.81 1.83 -0.33  O32 0.964
31 H -3.79 2.77 -1.01  O32 0.973
32 O -4.37 2.01 -1.16  H30 0.964, H31 0.973
33 H -0.19 -1.73 1.40  O35 0.952
34 H -1.16 -2.78 2.04  O35 0.968
35 O -0.48 -2.11 2.22  H33 0.952, H34 0.968
36 H -3.30 0.41 2.88  O38 0.970
37 H -2.31 0.58 3.93  O38 0.964
38 O -3.21 0.23 3.83  H36 0.970, H37 0.964
39 H 2.12 0.22 -3.29  O41 0.962
40 H 3.17 0.15 -2.29  O41 0.968
41 O 2.98 0.60 -3.12  H39 0.962, H40 0.968
42 H 0.87 -3.66 0.57  O44 0.964
43 H 2.09 -2.85 0.00  O44 0.971
44 O 1.12 -2.85 0.11  H42 0.964, H43 0.971

Properties
Energy above the lowest of the compared OMol25 structures with the same formula, charge and spin: 0.0 kcal per mole
SMILES: N[C@H](CS)CNCO.O.O.O.O.O.O.O.O
HOMO level: -9.19 eV
LUMO level: 0.0050 Ha
Net charge: 0